{
  "formula": "C6H10O",
  "method": "ωB97M-V/def2-TZVPD",
  "elements": ["C", "C", "C", "C", "C", "C", "O", "H", "H", "H", "H", "H", "H", "H", "H", "H", "H"],
  "positions_angstrom": [[-0.837, 0.264, -0.051], [-0.582, -1.030, -0.074], [0.480, 0.914, -0.058], [-2.182, 0.892, -0.072], [0.426, -2.032, -0.393], [1.423, 0.844, 1.137], [1.134, 1.096, -1.217], [-3.050, 0.178, -0.228], [-2.126, 1.739, -0.882], [-2.408, 1.368, 0.896], [1.283, -2.112, 0.326], [0.857, -2.042, -1.370], [0.065, -2.961, -0.196], [1.654, 1.790, 1.364], [2.282, 0.224, 0.873], [0.947, 0.154, 1.935], [0.634, 0.713, -1.991]],
  "forces_ev_per_angstrom": [[-0.19, -1.27, 0.00], [0.04, 1.01, -0.94], [-0.35, -1.15, 1.08], [-0.90, 1.57, -0.69], [1.96, 1.27, 1.82], [-2.32, -5.11, -0.89], [0.01, -0.50, -1.86], [1.33, 0.68, -0.25], [-0.57, -1.49, 1.43], [0.18, 0.19, -0.29], [-0.16, 0.87, -0.31], [0.03, 0.41, -0.86], [-1.58, -2.93, 0.00], [1.23, 3.31, 1.67], [0.42, 0.48, -0.32], [0.44, 1.92, -0.85], [0.44, 0.76, 1.26]],
  "lowdin_charge": [-0.388, 0.025, -0.309, -0.074, -0.113, -0.019, 0.035, 0.092, 0.111, 0.068, 0.095, 0.076, 0.027, 0.027, 0.077, 0.123, 0.147],
  "energy_ev": -8426.6713,
  "e_above_lowest_kj_mol": 440.8,
  "gap_ev": [8.17, 7.48],
  "homo_ev": [-7.409, -6.825],
  "molar_mass_g_mol": 98.14,
  "e_lumo_ev": [0.8, 0.7]
}